121
Properties=species:S:1:pos:R:3:mulliken_charge:R:1 method="wB97M-V/def2-TZVPD" total_energy_ha=-8080.32922 charge=-1 fmax_ev_per_a=0.58 lumo_ha=0.085 multiplicity=1 e_homo_ev=-4.19 relative_energy_kcal_mol=5.1
C 2.908 4.028 1.553 -0.881
C -2.166 4.507 1.249 -1.211
C -2.765 4.835 3.560 -0.930
C -1.155 -5.653 -1.426 0.037
C -0.528 2.264 -2.622 0.501
H 0.516 3.926 4.529 0.357
H -3.195 -0.041 7.248 0.399
C 3.926 3.088 1.417 -0.997
H -3.795 -4.880 -2.422 0.123
C -3.205 0.664 -3.101 -1.142
H -2.270 4.816 0.216 0.532
H 0.827 4.426 1.415 0.359
H 1.815 -3.067 0.686 0.424
C -2.064 3.682 3.884 0.154
C 1.291 0.705 5.213 -1.177
H -3.390 6.122 1.950 0.415
C -2.598 -0.453 3.461 -0.432
S -5.084 -0.216 0.894 -0.121
H 2.374 -4.488 2.605 0.448
H 2.648 0.052 6.734 0.534
C -2.821 5.243 2.229 -0.981
C 3.224 -0.597 -0.941 0.524
H -2.444 -7.408 -3.433 0.298
S -1.941 0.655 0.187 0.086
C -4.417 0.441 -3.734 -0.551
H 4.382 1.061 0.906 0.546
S -6.497 -1.621 0.203 -0.385
P -0.527 1.363 3.243 0.915
H 0.693 -1.998 -3.369 0.632
H 2.100 4.285 6.372 0.406
C 0.650 1.785 4.592 0.583
C -0.500 3.008 -1.425 0.104
C -2.048 0.590 5.553 -0.349
C 2.255 -1.215 1.701 1.577
H -1.225 -1.246 -5.074 0.329
H -3.368 -1.643 -6.181 0.430
C -4.487 -0.390 -4.844 -0.541
N -1.089 -5.948 -2.743 0.208
C 3.603 1.807 1.010 0.185
H 2.397 -2.762 -4.967 0.437
C 2.881 -1.454 4.023 -0.662
C -1.434 3.361 1.570 0.385
H 1.239 2.030 -4.725 0.433
C -3.800 -1.057 5.452 -0.601
H -4.565 -1.644 5.947 0.371
H -0.488 6.140 -2.796 0.402
H 3.872 -2.492 -0.150 0.360
H 4.715 0.974 -3.561 0.430
H -0.024 -5.997 -4.514 0.315
Si -0.584 2.212 0.317 0.210
H -4.133 -6.572 -1.987 0.304
C -3.031 -0.158 6.183 -0.823
H -2.051 3.339 4.911 0.394
C 0.798 0.067 -3.956 0.622
P 1.830 -0.236 0.215 1.025
As -4.647 -1.231 -1.069 0.369
C 2.454 -3.412 2.701 -0.867
H -4.182 -1.888 3.504 0.503
C 2.582 -0.646 2.933 -1.296
H 2.604 0.428 3.051 0.485
H 0.446 -7.256 -3.349 0.288
C 1.467 0.971 -4.777 -0.563
H 5.698 -2.777 -1.743 0.409
C 2.157 -2.607 1.611 -0.796
C -0.643 4.315 -3.928 -1.063
C 1.870 3.274 6.055 -0.730
C 3.477 0.358 -1.930 0.053
S -3.277 -2.845 -0.660 -0.640
C -1.399 2.954 2.901 0.001
H -0.766 2.352 -4.754 0.784
P -0.462 0.402 -2.649 1.137
C 4.033 -1.729 -0.899 -0.927
H 1.078 -0.306 4.877 1.477
H 4.955 3.351 1.629 0.381
C 2.466 2.194 6.690 -0.804
C 1.170 -1.279 -4.030 -1.122
H 3.159 2.355 7.507 0.372
N -2.454 -5.721 -1.033 -0.126
H -2.457 -0.548 2.388 0.463
C 1.598 3.677 1.275 -0.017
H 3.074 -3.462 4.758 0.387
H 2.851 1.242 -1.997 0.268
H -1.442 1.268 6.140 0.443
C -3.585 -1.201 4.091 -0.893
H 2.953 1.270 -6.289 0.398
C 2.834 -2.836 3.907 -0.983
H -5.313 0.911 -3.346 0.490
H -5.437 -0.571 -5.333 0.360
H 3.550 -1.129 -6.437 0.373
C -0.514 5.057 -2.761 -1.116
C 2.176 0.904 6.259 -1.119
C 2.279 1.458 0.725 -0.278
H 6.169 -1.035 -3.443 0.358
C -2.113 -0.770 -4.681 -0.433
H 3.142 -0.992 4.971 0.612
C 5.342 -0.917 -2.753 -0.747
C 0.132 -6.212 -3.456 -0.912
H -3.166 1.306 -2.227 0.524
C 2.136 -1.712 -4.925 -0.678
C 2.780 -0.799 -5.751 -0.627
In -0.808 -1.877 0.296 1.211
C 2.444 0.543 -5.667 -0.784
C 5.080 -1.889 -1.800 -0.591
C -0.647 2.933 -3.846 -0.659
H -2.563 -5.831 -4.235 0.406
C 0.969 3.070 5.015 -0.661
C 1.249 2.383 0.845 -0.228
C -3.346 -5.846 -2.184 -0.333
C -3.330 -0.994 -5.313 -0.627
C -2.386 -6.324 -3.279 -0.674
C -0.450 4.405 -1.542 -0.162
H -0.735 4.803 -4.891 0.400
C -2.032 0.062 -3.567 1.054
H -2.725 -5.114 -0.274 0.287
H -3.281 5.392 4.333 0.401
C 4.531 0.208 -2.816 -0.662
H 0.920 -5.573 -3.065 0.240
H -0.363 5.013 -0.647 0.529
H 3.134 5.034 1.886 0.442
C -1.819 0.451 4.182 0.488
S 0.128 -5.254 -0.437 -0.288

122
Properties=species:S:1:pos:R:3:mulliken_charge:R:1 method="wB97M-V/def2-TZVPD" total_energy_ha=-5158.17080 charge=-1 fmax_ev_per_a=2.31 lumo_ha="0.063 / 0.063" multiplicity=1 e_homo_ev="-3.63 / -3.63" relative_energy_kcal_mol=0.0
C -2.155 1.130 -6.968 -0.881
C -1.510 2.277 -6.673 -0.925
H -5.146 -3.680 4.054 0.391
H -1.195 1.965 1.696 1.000
C 1.299 -4.183 3.628 0.836
H -1.867 -1.948 -5.160 0.773
C -4.333 -0.800 2.466 -0.098
C 4.577 2.310 -2.182 0.638
H 2.590 -0.347 -1.518 0.293
C -2.143 5.133 2.631 -0.733
Ce -2.912 0.048 -1.336 -0.197
H -3.557 6.390 1.638 0.332
H -4.353 -2.838 1.771 0.426
H -0.166 -5.021 5.019 0.373
S -4.218 2.344 -2.726 -0.504
O -1.075 -1.766 -1.542 -0.146
C -2.013 0.425 -4.630 0.199
H -1.384 3.035 -7.428 0.371
C -3.945 -5.396 -2.700 -0.505
N -2.524 -0.573 0.742 -0.123
H 8.285 3.605 -4.011 0.314
C -2.336 -1.816 -4.183 -0.749
H -0.781 -4.869 3.449 0.320
H 1.437 -0.177 5.840 0.458
H 3.214 -0.844 1.757 0.261
H -2.025 -4.092 -5.141 0.426
C -0.472 0.986 -2.069 -2.172
C -4.985 -2.617 3.872 -0.651
H 9.182 2.775 -2.699 0.304
H -3.044 -0.644 -6.196 0.809
C 1.951 1.359 3.971 -1.156
C 3.878 -3.772 2.741 -0.956
H 0.003 5.119 -3.464 0.483
C -2.952 -2.972 -3.594 0.820
Cl -2.859 -6.825 -4.726 -0.267
H 4.968 0.203 -2.105 0.429
H 2.348 1.582 4.946 0.392
N -2.350 -0.594 -3.733 0.287
C 1.603 -3.140 2.753 0.011
C -3.764 -0.367 1.107 0.588
H -5.687 -2.065 5.802 0.313
C -1.502 3.885 2.689 -0.938
C -2.663 -4.167 -4.270 -0.813
C -1.364 1.610 -4.306 -0.111
C -1.161 2.567 -5.348 1.369
H -4.389 1.190 3.258 0.444
C 2.303 -5.041 4.003 -0.797
O -4.612 0.123 0.267 -0.682
C 3.598 -4.856 3.571 0.739
H -4.323 -6.356 -2.332 0.373
C 1.710 1.915 1.651 -0.324
H 9.079 2.008 -4.320 0.315
C 2.899 -2.929 2.251 0.592
C 1.917 1.714 -1.519 0.214
C 0.775 -0.127 2.505 0.600
H 4.724 -6.708 3.377 0.270
H 2.108 -5.860 4.696 0.369
C 2.885 0.695 -1.704 0.069
H 1.686 -1.700 4.960 0.137
H -0.573 -1.109 -2.070 0.310
C 8.563 2.641 -3.601 -1.158
C -3.663 3.044 -1.309 0.561
H -0.439 3.551 -1.767 0.776
C -5.055 -0.317 4.702 -0.750
H -0.547 -3.400 4.439 0.302
H 0.975 -0.487 -0.306 0.438
H 4.904 -3.606 2.447 0.334
H -4.928 -4.312 -1.155 0.364
C -0.344 4.155 -3.796 -0.858
C -2.546 3.278 0.633 -1.121
H 0.166 2.389 -0.509 0.231
C -0.121 -4.378 4.141 -1.845
Te -0.085 -1.986 2.108 0.603
C 2.322 3.035 -1.775 0.255
C 4.675 -5.795 4.037 -1.545
C 1.242 0.165 3.768 0.835
H 1.655 3.860 -1.606 0.636
C 3.281 -1.834 1.282 -0.918
C 4.217 0.984 -1.986 -1.130
C -4.258 -4.263 -2.041 -0.805
H -0.842 3.674 3.531 0.474
H 2.592 -1.872 0.406 0.025
H 4.001 4.318 -2.233 0.344
C -1.677 2.936 1.691 -0.227
N -2.807 2.484 -0.484 0.703
C 1.095 -0.769 4.993 -1.295
H 0.048 -1.105 5.107 0.181
C 3.634 3.303 -2.139 -1.648
H -0.661 -2.645 -1.532 0.240
C -5.316 -1.689 4.841 -0.421
C 7.265 1.954 -3.270 0.853
S -4.235 4.629 -0.794 -0.400
C 1.039 0.741 1.446 1.033
C -3.142 -5.363 -3.813 0.094
H 2.084 4.361 3.217 0.296
C -3.048 5.407 1.628 -0.183
C -4.575 0.119 3.480 -0.233
H 3.462 3.677 4.059 0.409
C 2.179 2.250 2.922 0.045
C -2.451 0.213 -5.964 -0.758
H -0.329 4.450 -5.954 0.290
O -4.153 -1.899 -1.861 -0.632
C -3.776 -2.965 -2.432 0.761
H 1.850 2.637 0.862 0.381
H 5.616 -5.308 3.906 0.388
H -1.947 5.837 3.464 0.326
C -0.489 3.253 -2.783 -0.479
C -3.226 4.504 0.618 0.612
C 0.518 1.456 -0.967 1.753
C 2.859 3.586 3.155 -1.679
S 6.286 2.925 -2.148 -0.297
N -0.795 1.879 -2.986 0.680
O 6.865 0.941 -3.772 -0.518
H -0.568 0.091 0.230 -0.886
H 4.560 -6.073 5.104 0.360
C 0.475 0.397 0.083 -0.338
H 4.303 -1.965 0.883 0.374
H -2.494 0.920 -7.984 0.355
H -5.277 0.356 5.526 0.417
C -4.524 -2.163 2.626 -0.165
H 3.486 3.772 2.270 0.340
C -0.576 3.829 -5.097 -1.693